Computed, not measured: an isolated ion of composition C3H7NO3P and charge -1 in a non-equilibrium geometry, with ωB97M-V/def2-TZVPD.

frontier orbital gap: 9.368 eV
structure (SMILES): [H]/N=C\CCO[P@H](=O)[O-]
F_max: 4.56 eV/Å
total energy: -740.43734 Eh
E_HOMO: -0.2013 Eh
lowest unoccupied orbital energy: 3.89 eV

Geometry as ORCA input:
```
! RIJCOSX wB97M-V def2-TZVPD def2/J DEFGRID3
* xyz -1 1
H 1.75917 0.57112 2.04368
N 0.82722 1.01862 2.10378
C 0.04423 0.90470 1.16155
C 0.43002 0.40962 -0.28216
C -0.80347 -0.14915 -0.98568
O -1.35409 -1.16644 -0.23909
P -0.51125 -2.67989 -0.23545
O -0.01375 -2.92563 -1.61924
O -1.28628 -3.58967 0.64462
H -0.82694 1.62659 1.08142
H 0.59714 1.34138 -0.83519
H 1.02383 -0.46693 -0.12757
H -1.61991 0.61966 -1.13678
H -0.48209 -0.30856 -2.02283
H 0.59697 -2.18805 0.51457
*
```